Entry from the Open Molecules 2025 dataset: the molecule C8H7Cl2N5 in a non-equilibrium geometry (ωB97M-V/def2-TZVPD).

Calculated values
Spin multiplicity: 1
Energy: -1503.07899 hartree
HOMO-LUMO gap: 7.542 eV
Largest force on an atom: 3.8 eV/A
Energy above the lowest of the compared OMol25 structures with the same formula, charge and spin: 0.000 eV

Each line ends with the Löwdin charge.
Geometry (Å):
Cl (0.556766, 4.514560, 1.505357)  0.53
N (-0.665031, 3.848646, 0.304067)  -0.81
C (-0.182747, -3.565183, 0.430828)  -0.11
C (-0.924478, -1.401310, 1.091466)  -0.03
H (-0.896248, 3.099896, -2.105256)  0.02
C (-0.395518, 2.627738, -0.279681)  -0.64
H (1.214490, -3.700119, -1.415101)  0.16
C (-0.081661, -0.851969, 0.157936)  -0.13
H (-0.106343, -4.643489, 0.661735)  0.11
N (-0.753590, 2.343285, -1.453862)  0.15
C (0.605271, -3.044795, -0.615826)  -0.03
H (0.589442, 1.815658, 1.357228)  0.14
N (0.406841, 0.448310, -0.063717)  -0.05
C (0.682913, -1.694729, -0.688340)  -0.29
Cl (-1.020097, 5.085243, -0.738255)  0.68
H (1.881591, 1.055429, -1.480745)  0.13
C (1.323918, 0.264897, -1.033515)  -0.15
N (0.059632, 1.596403, 0.499754)  0.08
H (-1.660677, -0.860532, 1.839800)  0.15
N (1.549959, -0.938272, -1.425848)  0.14
H (-1.309272, -3.231870, 2.149130)  0.09
C (-0.875163, -2.767795, 1.302847)  -0.13

Force components x, y, z for each atom (eV/Å):
Cl -0.78 -1.04 -0.86
N 1.16 1.13 2.81
C 1.67 -1.73 -0.84
C -2.15 1.20 2.95
H -0.38 0.21 0.32
C -0.52 -1.15 -2.08
H -1.48 1.49 2.22
C -0.25 -0.13 0.47
H -0.25 0.62 -0.38
N 0.47 -0.38 -0.79
C 0.45 -2.90 -1.05
H -0.58 0.02 -0.71
N -0.24 -2.82 -1.06
C -0.37 1.25 0.56
Cl -0.40 0.92 -0.84
H 0.06 0.82 0.11
C 1.78 0.74 -1.31
N 0.39 1.69 3.15
H 1.94 -0.46 -1.80
N 0.05 0.25 -0.51
H -0.79 -0.13 0.59
C 0.23 0.40 -0.94